1.
84
Properties=species:S:1:pos:R:3 method="wB97M-V/def2-TZVPD" max_force_ev_per_a=2.44 s2=6.06 lumo_ev="-0.7 / -1.3" e_tot_ha=-3294.210874 spin_multiplicity=5
Ir 0.166 0.095 -0.288
C -4.490 -3.343 -5.541
O -3.834 -4.014 -4.482
C -4.406 -3.956 -3.254
C -5.686 -3.471 -3.004
C -6.169 -3.456 -1.702
C -5.378 -3.882 -0.646
C -4.113 -4.418 -0.911
C -3.633 -4.451 -2.200
N -5.926 -3.800 0.660
N -5.211 -3.546 1.656
C -3.954 -2.925 1.567
C -2.942 -3.417 2.369
C -1.623 -2.962 2.275
C -1.275 -1.972 1.359
O -0.071 -1.529 1.190
C -2.342 -1.395 0.588
N -1.981 -0.391 -0.258
C -2.898 0.236 -0.956
C -4.262 -0.062 -0.820
C -4.647 -1.074 0.011
C -3.674 -1.819 0.711
H -3.822 -3.400 -6.395
H -4.667 -2.294 -5.290
H -5.440 -3.824 -5.791
H -6.310 -3.107 -3.806
H -7.164 -3.085 -1.494
H -3.503 -4.791 -0.100
H -2.650 -4.843 -2.420
H -3.190 -4.222 3.050
H -0.842 -3.404 2.881
H -2.551 0.992 -1.641
H -4.988 0.513 -1.377
H -5.695 -1.307 0.145
O 1.286 -1.541 -1.102
N 2.190 -1.188 -2.014
C 2.479 -2.102 -2.964
C 3.429 -1.838 -3.908
C 4.081 -0.603 -3.886
C 3.747 0.321 -2.931
C 2.769 0.031 -1.973
S 2.267 1.127 -0.745
H 1.887 -3.000 -2.907
H 3.638 -2.578 -4.665
H 4.826 -0.366 -4.632
H 4.198 1.302 -2.904
C -2.035 1.369 2.759
N -0.961 0.667 3.437
C -1.335 -0.077 4.628
C -0.133 -0.244 5.532
C 0.982 -0.888 4.736
N 1.210 -0.172 3.494
C 2.459 -0.474 2.822
C 0.263 0.556 2.871
O 0.520 1.140 1.783
H -2.895 0.701 2.656
H -1.716 1.689 1.774
H -2.340 2.245 3.338
H -1.745 -1.052 4.342
H -2.129 0.479 5.131
H -0.387 -0.865 6.390
H 0.191 0.732 5.900
H 0.746 -1.937 4.516
H 1.917 -0.875 5.300
H 2.586 -1.558 2.772
H 3.300 -0.042 3.371
H 2.450 -0.077 1.814
C -1.327 4.679 -0.843
C -0.773 3.333 -1.257
O -0.734 2.432 -0.136
H -1.306 5.367 -1.689
H -0.734 5.117 -0.038
H -2.357 4.587 -0.497
H 0.227 3.417 -1.688
H -1.402 2.857 -2.005
H -0.039 2.713 0.475
F -1.680 1.925 -4.721
C -1.691 0.587 -4.724
F -1.700 0.168 -5.989
F -2.837 0.191 -4.147
S -0.235 -0.085 -3.825
O 0.896 0.403 -4.566
O -0.452 -1.504 -3.786
O -0.401 0.580 -2.510

=====

2.
104
Properties=species:S:1:pos:R:3 method="wB97M-V/def2-TZVPD" max_force_ev_per_a=0.56 lumo_ev=-0.1 e_tot_ha=-5429.853122
Hf -0.364 -0.373 0.416
O -1.822 -0.386 2.029
C -1.298 0.662 2.533
O -0.064 0.836 2.369
C -2.164 1.692 3.169
C -1.901 2.068 4.482
C -2.716 2.992 5.110
C -3.785 3.551 4.420
C -4.024 3.196 3.103
C -3.217 2.265 2.449
P -3.470 1.840 0.674
C -3.201 3.419 -0.209
C -2.996 4.659 0.387
C -2.715 5.773 -0.392
C -2.642 5.663 -1.771
C -2.835 4.429 -2.376
C -3.094 3.314 -1.597
C -5.296 1.648 0.653
C -5.932 0.968 1.692
C -7.291 0.699 1.632
C -8.036 1.097 0.531
C -7.411 1.771 -0.509
C -6.052 2.043 -0.450
H -1.064 1.624 5.004
H -2.522 3.276 6.136
H -4.429 4.271 4.907
H -4.856 3.640 2.570
H -3.029 4.763 1.462
H -2.543 6.729 0.086
H -2.413 6.532 -2.373
H -2.751 4.329 -3.450
H -3.178 2.341 -2.069
H -5.361 0.640 2.552
H -7.769 0.177 2.451
H -9.096 0.887 0.485
H -7.984 2.092 -1.369
H -5.584 2.584 -1.263
S 0.191 -0.520 -2.126
C 0.676 1.135 -1.964
S -0.064 1.992 -0.646
C 1.667 1.684 -2.740
C 2.107 3.028 -2.550
N 2.477 4.107 -2.395
C 2.398 0.884 -3.664
N 3.004 0.255 -4.416
N -2.314 -1.444 -0.445
C -3.004 -2.216 0.557
C -4.318 -1.925 0.872
C -4.938 -2.586 1.921
C -4.234 -3.536 2.643
C -2.927 -3.841 2.295
C -2.283 -3.194 1.243
C -0.924 -3.600 0.778
C -0.689 -4.977 0.701
C 0.442 -5.480 0.083
C 1.326 -4.600 -0.521
C 1.101 -3.235 -0.416
C 0.026 -2.670 0.286
H -2.939 -0.788 -0.908
H -1.922 -2.059 -1.156
H -4.853 -1.169 0.310
H -5.964 -2.349 2.172
H -4.702 -4.047 3.474
H -2.384 -4.587 2.860
H -1.434 -5.664 1.081
H 0.600 -6.549 0.023
H 2.170 -4.970 -1.091
H 1.777 -2.575 -0.944
Cl 6.407 4.125 -2.899
C 6.343 2.567 -2.152
C 5.596 1.553 -2.726
C 5.558 0.312 -2.114
C 6.238 0.057 -0.926
C 6.156 -1.303 -0.254
C 5.353 -1.296 1.075
N 4.081 -0.584 1.049
C 3.921 0.783 0.968
C 2.595 1.005 0.836
N 1.924 -0.207 0.821
C 2.855 -1.130 0.992
O 5.791 -2.309 -1.177
C 4.413 -2.628 -1.315
C 4.237 -3.537 -2.487
C 4.558 -4.861 -2.467
Cl 5.197 -5.727 -1.129
S 4.230 -5.647 -3.952
C 3.639 -4.187 -4.630
C 3.701 -3.153 -3.752
C 7.002 1.093 -0.399
Cl 7.931 0.860 1.061
C 7.062 2.345 -0.989
H 5.053 1.726 -3.646
H 4.997 -0.478 -2.593
H 7.170 -1.583 0.047
H 5.974 -0.842 1.845
H 5.162 -2.327 1.371
H 4.747 1.467 1.007
H 2.076 1.939 0.738
H 2.680 -2.187 1.070
H 3.807 -1.728 -1.462
H 4.060 -3.143 -0.414
H 3.281 -4.168 -5.646
H 3.376 -2.149 -3.993
H 7.664 3.128 -0.552

=====

3.
29
Properties=species:S:1:pos:R:3 method="wB97M-V/def2-TZVPD" max_force_ev_per_a=0.41 lumo_ev=2.7 e_tot_ha=-5786.338980 charge=-1
C -1.326 -2.982 1.769
C -1.223 -2.174 0.465
C 0.050 -2.595 -0.302
C -1.294 -0.658 0.716
B -1.619 0.303 -0.593
C -0.286 0.839 -1.430
C 0.390 2.044 -0.738
C 1.900 2.028 -0.634
F 2.471 2.127 -1.898
Br 2.621 0.410 0.177
C 2.492 3.238 0.129
F 3.833 3.247 0.094
F 2.092 4.370 -0.493
Br 1.941 3.346 1.986
H -0.494 -2.707 2.433
H -1.262 -4.064 1.591
H -2.262 -2.759 2.292
H -2.090 -2.442 -0.152
H 0.788 -3.030 0.388
H 0.524 -1.747 -0.791
H -0.171 -3.354 -1.061
H -0.364 -0.348 1.230
H -2.099 -0.493 1.452
H -2.393 -0.277 -1.361
H -2.202 1.322 -0.186
H -0.615 1.155 -2.429
H 0.456 0.055 -1.604
H 0.179 2.959 -1.308
H -0.039 2.187 0.258